Entry from the Open Molecules 2025 dataset: a cluster of 11 separate species, C66H168N21O11P5 in total at a distorted geometry (ωB97M-V/def2-TZVPD).

Geometry (Å):
C  2.66  -2.96  -5.08
N  2.83  -2.38  -6.40
C  1.55  -2.16  -7.08
P  4.28  -2.67  -7.25
O  5.52  -2.77  -6.43
N  3.98  -4.09  -8.17
C  4.47  -5.34  -7.62
C  2.91  -4.24  -9.14
N  4.22  -1.40  -8.46
C  4.99  -1.51  -9.73
C  4.06  -0.11  -7.92
H  2.11  -2.22  -4.51
H  3.61  -2.96  -4.55
H  2.15  -3.93  -5.09
H  1.11  -1.22  -6.76
H  0.79  -2.91  -6.86
H  1.75  -2.12  -8.15
H  5.20  -5.70  -8.35
H  5.06  -5.23  -6.71
H  3.67  -6.07  -7.49
H  2.43  -3.35  -9.53
H  3.22  -4.81  -10.01
H  2.21  -4.93  -8.68
H  5.84  -2.17  -9.53
H  4.38  -2.04  -10.45
H  5.34  -0.54  -10.10
H  4.98  0.09  -7.37
H  3.32  0.06  -7.13
H  4.03  0.68  -8.66
C  -5.98  -0.81  -0.42
N  -5.82  -1.39  -1.79
C  -4.35  -1.61  -2.15
P  -7.08  -1.92  -2.77
O  -6.66  -2.19  -4.19
N  -7.71  -3.31  -1.98
C  -7.78  -3.39  -0.57
C  -8.24  -4.40  -2.80
N  -8.32  -0.79  -2.59
C  -9.64  -1.02  -3.13
C  -7.97  0.58  -2.86
H  -5.60  -1.47  0.37
H  -7.04  -0.60  -0.26
H  -5.41  0.11  -0.40
H  -4.31  -1.87  -3.21
H  -3.88  -2.44  -1.63
H  -3.82  -0.68  -1.95
H  -6.89  -3.76  -0.07
H  -8.07  -2.44  -0.12
H  -8.54  -4.14  -0.34
H  -7.88  -5.37  -2.45
H  -9.32  -4.43  -2.63
H  -8.01  -4.25  -3.86
H  -9.44  -1.17  -4.19
H  -10.13  -1.91  -2.74
H  -10.31  -0.17  -2.98
H  -8.60  1.17  -2.20
H  -8.28  0.82  -3.87
H  -6.93  0.84  -2.67
C  0.90  7.10  3.08
N  -0.17  6.11  3.14
C  0.34  4.75  3.07
P  -1.56  6.40  2.29
O  -1.36  6.58  0.82
N  -2.69  5.18  2.80
C  -2.87  4.65  4.15
C  -3.37  4.35  1.84
N  -2.11  7.82  3.12
C  -2.27  7.88  4.61
C  -2.45  9.13  2.45
H  1.41  6.98  2.12
H  1.59  7.08  3.93
H  0.47  8.10  3.10
H  1.16  4.65  3.78
H  0.74  4.55  2.08
H  -0.50  4.05  3.13
H  -2.25  5.18  4.88
H  -3.90  4.90  4.38
H  -2.64  3.59  4.23
H  -3.13  3.29  1.95
H  -4.45  4.38  1.94
H  -3.12  4.67  0.83
H  -3.13  7.28  4.89
H  -1.38  7.47  5.09
H  -2.32  8.86  5.07
H  -3.47  9.50  2.56
H  -2.18  9.05  1.39
H  -1.77  9.91  2.79
C  -2.33  1.59  -0.44
N  -1.66  0.56  0.37
C  -2.42  0.11  1.54
P  0.02  0.19  0.16
O  1.01  0.91  1.00
N  0.08  -1.50  0.33
C  1.30  -2.22  0.61
C  -1.00  -2.33  -0.12
N  0.41  0.37  -1.52
C  -0.58  0.22  -2.60
C  1.77  0.18  -2.04
H  -2.68  2.40  0.20
H  -3.21  1.16  -0.91
H  -1.62  2.05  -1.13
H  -3.35  -0.37  1.22
H  -2.61  1.05  2.06
H  -1.90  -0.54  2.24
H  1.85  -2.46  -0.31
H  1.99  -1.76  1.32
H  1.02  -3.20  1.00
H  -0.85  -3.37  0.20
H  -1.93  -2.12  0.41
H  -1.23  -2.29  -1.18
H  -0.84  1.18  -3.04
H  -0.17  -0.36  -3.43
H  -1.41  -0.31  -2.14
H  2.10  -0.80  -2.35
H  2.47  0.56  -1.29
H  1.97  0.72  -2.96
C  3.53  3.63  5.31
N  2.34  3.10  6.01
C  1.50  4.14  6.64
P  2.35  1.44  6.48
O  2.94  1.18  7.85
N  0.69  1.00  6.44
C  -0.09  1.23  5.23
C  0.19  0.03  7.37
N  3.03  0.66  5.14
C  3.62  -0.70  5.44
C  2.64  0.86  3.78
H  3.18  4.36  4.58
H  4.14  2.85  4.85
H  4.14  4.18  6.02
H  2.16  4.62  7.37
H  0.72  3.62  7.20
H  1.05  4.75  5.85
H  0.20  2.12  4.68
H  0.15  0.41  4.56
H  -1.16  1.21  5.44
H  -0.85  0.18  7.65
H  0.41  -0.96  6.96
H  0.69  0.15  8.32
H  4.64  -0.89  5.09
H  3.70  -0.85  6.51
H  2.92  -1.46  5.08
H  2.37  1.90  3.61
H  1.85  0.19  3.46
H  3.50  0.68  3.13
C  3.84  5.13  0.97
C  4.69  3.95  0.40
C  4.17  2.61  1.09
C  4.26  3.97  -1.14
C  5.11  3.07  -2.00
C  6.60  3.46  -1.91
C  7.09  3.52  -0.42
C  7.46  2.11  0.04
C  8.37  4.34  -0.40
N  6.12  4.17  0.54
O  6.59  4.30  1.84
H  2.82  4.87  0.69
H  4.05  5.38  2.01
H  3.93  6.03  0.36
H  4.37  1.68  0.55
H  4.46  2.40  2.12
H  3.08  2.60  1.03
H  3.25  3.57  -1.27
H  4.21  4.95  -1.61
H  5.01  2.02  -1.72
H  4.76  3.29  -3.01
H  6.83  4.45  -2.30
H  7.21  2.80  -2.52
H  7.92  1.62  -0.82
H  6.63  1.44  0.29
H  8.22  2.04  0.83
H  8.80  4.61  0.57
H  8.22  5.33  -0.83
H  9.22  3.97  -0.96
H  6.80  5.23  1.95
C  -7.00  -1.53  4.60
C  -6.55  -0.06  4.82
C  -6.19  0.12  6.33
C  -5.34  0.19  3.91
C  -5.24  1.67  3.41
C  -6.55  2.26  2.89
C  -7.71  2.15  3.88
C  -7.49  3.17  5.04
C  -9.00  2.50  3.09
N  -7.78  0.80  4.48
O  -8.91  0.49  5.25
H  -6.15  -2.19  4.74
H  -7.80  -1.84  5.27
H  -7.50  -1.63  3.63
H  -5.21  -0.28  6.57
H  -6.12  1.13  6.74
H  -6.78  -0.42  7.07
H  -4.40  0.00  4.42
H  -5.37  -0.43  3.01
H  -4.82  2.32  4.18
H  -4.46  1.84  2.66
H  -6.83  1.85  1.92
H  -6.43  3.26  2.47
H  -8.28  3.16  5.78
H  -7.44  4.22  4.77
H  -6.53  2.96  5.52
H  -9.81  2.75  3.77
H  -9.38  1.64  2.54
H  -8.82  3.31  2.40
H  -9.43  -0.09  4.69
C  4.67  -6.98  -2.82
C  3.57  -7.45  -1.86
C  3.50  -9.02  -1.80
C  4.05  -6.90  -0.50
C  2.87  -6.87  0.59
C  1.74  -5.95  0.01
C  1.24  -6.43  -1.41
C  0.22  -7.62  -1.13
C  0.46  -5.20  -2.00
N  2.37  -6.80  -2.29
O  2.07  -7.02  -3.66
H  5.63  -7.40  -2.50
H  4.69  -7.31  -3.86
H  4.77  -5.90  -2.82
H  2.65  -9.35  -1.21
H  3.47  -9.41  -2.81
H  4.37  -9.52  -1.36
H  4.75  -7.65  -0.13
H  4.53  -5.92  -0.51
H  2.63  -7.91  0.80
H  3.16  -6.44  1.55
H  2.24  -4.99  -0.16
H  0.93  -5.82  0.73
H  -0.56  -7.31  -0.44
H  0.75  -8.49  -0.75
H  -0.30  -7.92  -2.05
H  -0.13  -5.40  -2.89
H  1.09  -4.33  -2.21
H  -0.23  -4.75  -1.28
H  2.32  -6.18  -4.05
C  0.81  -4.97  4.27
N  -0.23  -4.06  3.85
C  0.16  -2.61  3.92
C  -1.43  -4.50  3.45
O  -2.34  -3.77  3.10
H  0.33  -5.95  4.29
H  1.32  -4.82  5.22
H  1.50  -5.03  3.43
H  -0.64  -1.90  3.73
H  0.47  -2.25  4.91
H  0.90  -2.37  3.17
H  -1.52  -5.59  3.35
C  -0.17  3.01  -5.45
N  1.13  3.42  -4.84
C  1.02  3.95  -3.43
C  2.36  3.35  -5.40
O  2.52  2.97  -6.56
H  0.02  2.53  -6.41
H  -0.74  3.88  -5.78
H  -0.73  2.30  -4.84
H  0.21  3.46  -2.89
H  1.92  3.90  -2.82
H  0.56  4.93  -3.49
H  3.13  3.67  -4.68
C  5.06  -0.56  -1.27
N  5.42  -1.30  -2.53
C  5.77  -0.49  -3.69
C  5.30  -2.63  -2.67
O  4.94  -3.41  -1.79
H  4.26  0.14  -1.50
H  5.91  -0.03  -0.84
H  4.66  -1.27  -0.55
H  5.01  0.28  -3.82
H  6.74  0.01  -3.62
H  5.73  -1.07  -4.61
H  5.46  -2.93  -3.71

Properties
Highest occupied orbital energy   -7.93 eV
Electronic energy   -171424.2167 eV
Relative energy (zero: lowest compared OMol25 entry of this formula, charge and spin)   0.0 kcal/mol

Results of the Löwdin charge analysis, in e, for atoms 1 through 5:
1. C -0.0992
2. N -0.3045
3. C -0.1156
4. P 0.6364
5. O -0.2962